Entry 1:
{"formula": "C27H28Cl2N3O6RuS3", "method": "ωB97M-V/def2-TZVPD", "total_energy_ev": -105343.357, "fmax_ev_per_a": 2.8, "s2": 0.767, "charge": -2, "spin_multiplicity": 2, "e_above_lowest_kcal_mol": 19.7, "species": ["Ru", "C", "N", "C", "C", "N", "C", "C", "C", "C", "C", "C", "C", "S", "C", "C", "C", "C", "C", "C", "S", "H", "H", "H", "H", "H", "H", "H", "H", "H", "H", "H", "H", "H", "H", "H", "H", "H", "H", "C", "C", "C", "C", "C", "C", "C", "S", "O", "O", "N", "C", "C", "O", "O", "H", "H", "H", "H", "H", "H", "H", "H", "H", "Cl", "C", "Cl", "C", "O", "O", "H"], "positions_angstrom": [[-0.050, 0.146, 1.535], [0.318, 1.013, -1.507], [-0.583, -0.034, -1.005], [-1.999, 0.294, -1.224], [-2.651, 1.052, -0.074], [-2.543, 0.323, 1.189], [-3.368, -0.886, 1.203], [-2.876, 1.100, 2.367], [-3.869, 2.068, 2.354], [-4.227, 2.737, 3.516], [-3.572, 2.440, 4.702], [-2.580, 1.472, 4.720], [-2.235, 0.767, 3.566], [-1.087, -0.554, 3.651], [-0.296, -1.325, -1.585], [-0.141, -1.489, -2.955], [-0.029, -2.752, -3.519], [-0.084, -3.867, -2.689], [-0.211, -3.711, -1.322], [-0.310, -2.438, -0.733], [-0.498, -2.304, 0.981], [0.166, 1.209, -2.580], [1.346, 0.687, -1.350], [0.159, 1.948, -0.978], [-2.539, -0.638, -1.390], [-2.112, 0.901, -2.134], [-3.705, 1.209, -0.359], [-2.178, 2.022, 0.062], [-4.427, -0.617, 1.075], [-3.229, -1.395, 2.154], [-3.059, -1.574, 0.421], [-4.374, 2.312, 1.426], [-5.002, 3.494, 3.491], [-3.818, 2.981, 5.608], [-2.039, 1.248, 5.630], [-0.130, -0.620, -3.602], [0.094, -2.863, -4.590], [-0.015, -4.863, -3.115], [-0.235, -4.573, -0.666], [3.297, -2.333, -4.876], [3.222, -2.161, -3.381], [2.903, -3.227, -2.552], [2.804, -3.062, -1.175], [3.029, -1.817, -0.620], [3.362, -0.740, -1.433], [3.455, -0.913, -2.803], [2.966, -1.557, 1.156], [2.339, -2.727, 1.709], [4.356, -1.332, 1.506], [2.091, -0.239, 1.318], [2.798, 1.014, 1.579], [2.313, 1.602, 2.926], [3.126, 2.208, 3.630], [1.077, 1.417, 3.128], [3.000, -3.341, -5.168], [4.310, -2.152, -5.246], [2.633, -1.626, -5.378], [2.710, -4.200, -2.993], [2.535, -3.884, -0.524], [3.543, 0.227, -0.981], [3.700, -0.066, -3.436], [2.538, 1.777, 0.829], [3.876, 0.892, 1.623], [-1.443, 4.577, 3.134], [-0.775, 4.949, 1.542], [0.585, 6.091, 1.686], [-0.347, 3.683, 0.711], [0.052, 3.972, -0.424], [-0.524, 2.578, 1.261], [-1.544, 5.470, 0.979]]}

---

Entry 2:
{"formula": "C6H12O", "method": "ωB97M-V/def2-TZVPD", "total_energy_ev": -8463.918, "fmax_ev_per_a": 1.6, "smiles": "CC1(O)CCCC1", "e_above_lowest_kcal_mol": 10.1, "species": ["C", "C", "O", "C", "C", "C", "C", "H", "H", "H", "H", "H", "H", "H", "H", "H", "H", "H", "H"], "positions_angstrom": [[0.848, 1.251, -1.276], [-0.171, 0.796, -0.239], [-1.175, 1.789, -0.121], [-0.894, -0.580, -0.647], [-0.587, -1.557, 0.494], [0.736, -1.023, 1.044], [0.486, 0.480, 1.115], [0.357, 1.415, -2.242], [1.633, 0.499, -1.398], [1.316, 2.194, -0.968], [-1.885, 1.176, -0.323], [-1.993, -0.518, -0.807], [-0.496, -0.933, -1.604], [-1.358, -1.481, 1.274], [-0.545, -2.604, 0.177], [1.534, -1.223, 0.315], [1.032, -1.465, 1.997], [1.391, 1.071, 1.296], [-0.232, 0.713, 1.913]]}

---

Entry 3:
{"formula": "C21H58O8", "method": "ωB97M-V/def2-TZVPD", "total_energy_ev": -39093.195, "fmax_ev_per_a": 3.3, "s2": 0.751, "charge": -1, "spin_multiplicity": 2, "species": ["C", "C", "O", "C", "C", "H", "H", "H", "H", "H", "H", "H", "H", "H", "H", "C", "C", "C", "O", "H", "H", "H", "H", "H", "H", "H", "H", "C", "C", "C", "O", "H", "H", "H", "H", "H", "H", "H", "H", "C", "C", "C", "O", "H", "H", "H", "H", "H", "H", "H", "H", "C", "C", "O", "H", "H", "H", "H", "H", "H", "C", "C", "O", "H", "H", "H", "H", "H", "H", "C", "C", "O", "H", "H", "H", "H", "H", "H", "C", "C", "O", "H", "H", "H", "H", "H", "H"], "positions_angstrom": [[-6.609, 6.925, 23.144], [-8.007, 7.622, 23.366], [-7.991, 7.698, 24.774], [-9.151, 8.382, 25.210], [-9.240, 8.203, 26.699], [-6.506, 6.900, 22.059], [-5.808, 7.472, 23.642], [-6.588, 5.905, 23.528], [-7.978, 8.620, 22.930], [-8.868, 7.073, 22.985], [-9.024, 9.461, 25.122], [-10.113, 8.146, 24.754], [-10.034, 8.893, 26.985], [-8.364, 8.548, 27.249], [-9.622, 7.253, 27.074], [-6.647, 4.963, 26.625], [-7.706, 3.905, 26.234], [-7.548, 2.602, 26.983], [-8.934, 4.447, 26.696], [-6.465, 4.970, 27.699], [-6.852, 5.954, 26.219], [-5.781, 4.549, 26.109], [-7.820, 3.751, 25.161], [-8.473, 2.044, 26.841], [-7.417, 2.880, 28.029], [-6.812, 1.892, 26.606], [-9.604, 4.090, 26.108], [-11.222, 2.100, 22.807], [-9.990, 2.761, 23.426], [-9.448, 3.994, 22.694], [-10.517, 3.361, 24.596], [-11.833, 2.846, 22.299], [-11.730, 1.523, 23.579], [-10.866, 1.400, 22.050], [-9.196, 2.019, 23.515], [-10.216, 4.754, 22.844], [-9.277, 3.634, 21.680], [-8.416, 4.277, 22.901], [-11.462, 3.489, 24.479], [-13.197, 8.218, 19.953], [-12.164, 7.091, 19.688], [-12.385, 6.015, 20.755], [-12.407, 6.555, 18.384], [-14.225, 7.903, 19.775], [-12.997, 9.083, 19.322], [-13.111, 8.568, 20.982], [-11.162, 7.513, 19.761], [-11.894, 5.111, 20.395], [-13.435, 5.890, 21.021], [-11.860, 6.320, 21.661], [-11.917, 5.729, 18.399], [-8.581, 6.746, 19.862], [-7.635, 5.755, 19.198], [-6.934, 6.419, 18.119], [-8.990, 7.490, 19.178], [-8.059, 7.373, 20.584], [-9.415, 6.341, 20.435], [-8.203, 4.845, 19.005], [-6.794, 5.563, 19.865], [-6.377, 7.076, 18.542], [-13.874, 1.987, 25.852], [-13.613, 3.496, 25.525], [-13.388, 3.667, 24.138], [-13.827, 1.903, 26.938], [-13.031, 1.381, 25.520], [-14.842, 1.605, 25.527], [-12.788, 3.887, 26.119], [-14.444, 4.101, 25.885], [-14.215, 3.674, 23.650], [-9.559, -1.355, 23.736], [-8.871, -0.996, 25.062], [-9.491, -1.758, 26.038], [-9.196, -0.679, 22.962], [-10.637, -1.282, 23.882], [-9.314, -2.337, 23.333], [-8.861, 0.056, 25.345], [-7.825, -1.297, 25.002], [-9.310, -2.690, 25.899], [-10.286, -0.009, 19.521], [-8.808, 0.239, 19.961], [-8.084, 1.086, 19.052], [-10.319, -0.425, 18.513], [-10.907, 0.887, 19.550], [-10.771, -0.747, 20.160], [-8.391, -0.767, 20.001], [-8.751, 0.698, 20.948], [-8.735, 1.728, 18.761]]}

---

Entry 4:
{"formula": "C34H76Br4O26S8", "method": "ωB97M-V/def2-TZVPD", "total_energy_ev": -456566.089, "fmax_ev_per_a": 4.7, "smiles": "O=C1C=CC(=O)C=C1.CCOS(C)(=O)=O.CCOS(C)(=O)=O.CCOS(C)(=O)=O.CCOS(C)(=O)=O.CCOS(C)(=O)=O.CCOS(C)(=O)=O.CCOS(C)(=O)=O.CCOS(C)(=O)=O.BrCCBr.BrCCBr", "species": ["Br", "C", "C", "Br", "H", "H", "H", "H", "Br", "C", "C", "Br", "H", "H", "H", "H", "O", "S", "O", "O", "C", "C", "C", "H", "H", "H", "H", "H", "H", "H", "H", "O", "S", "O", "O", "C", "C", "C", "H", "H", "H", "H", "H", "H", "H", "H", "O", "S", "O", "O", "C", "C", "C", "H", "H", "H", "H", "H", "H", "H", "H", "O", "S", "O", "O", "C", "C", "C", "H", "H", "H", "H", "H", "H", "H", "H", "O", "S", "O", "O", "C", "C", "C", "H", "H", "H", "H", "H", "H", "H", "H", "O", "S", "O", "O", "C", "C", "C", "H", "H", "H", "H", "H", "H", "H", "H", "O", "S", "O", "O", "C", "C", "C", "H", "H", "H", "H", "H", "H", "H", "H", "O", "S", "O", "O", "C", "C", "C", "H", "H", "H", "H", "H", "H", "H", "H", "C", "C", "C", "O", "C", "C", "C", "O", "H", "H", "H", "H"], "positions_angstrom": [[-1.572, 1.397, 7.738], [-2.981, 0.219, 7.076], [-3.307, -0.851, 8.021], [-4.921, -1.906, 7.428], [-2.594, -0.269, 6.181], [-3.846, 0.848, 6.865], [-3.670, -0.436, 8.962], [-2.397, -1.445, 8.105], [7.216, -1.800, 6.582], [5.339, -1.344, 7.106], [5.607, -0.189, 8.048], [3.827, 0.570, 8.781], [4.948, -2.147, 7.732], [4.635, -1.096, 6.311], [6.109, 0.613, 7.506], [6.265, -0.453, 8.876], [5.322, 5.391, 5.853], [4.841, 4.898, 4.537], [4.879, 5.766, 3.352], [5.506, 3.376, 4.179], [5.379, 2.971, 2.822], [5.846, 1.539, 2.651], [2.997, 4.624, 4.804], [6.042, 3.538, 2.167], [4.451, 3.177, 2.289], [6.928, 1.596, 2.775], [5.648, 1.188, 1.638], [5.595, 0.751, 3.361], [2.493, 4.986, 3.907], [2.733, 5.367, 5.556], [2.813, 3.619, 5.185], [-4.225, 1.000, -4.856], [-5.282, 0.045, -5.127], [-6.518, 0.295, -5.920], [-4.613, -1.418, -5.621], [-5.050, -2.182, -6.794], [-5.961, -3.375, -6.402], [-5.760, -0.699, -3.461], [-4.144, -2.530, -7.289], [-5.424, -1.474, -7.534], [-5.526, -4.122, -5.738], [-6.204, -3.897, -7.328], [-6.890, -3.161, -5.872], [-4.970, -1.295, -3.004], [-6.504, -1.472, -3.653], [-6.218, 0.082, -2.855], [-3.665, 7.502, -2.661], [-2.918, 6.858, -1.600], [-3.343, 5.560, -1.035], [-1.340, 6.774, -2.051], [-0.413, 6.123, -1.116], [0.410, 5.164, -1.876], [-2.764, 8.156, -0.246], [-0.920, 5.496, -0.383], [0.107, 6.870, -0.515], [0.890, 4.496, -1.161], [1.038, 5.654, -2.620], [-0.195, 4.529, -2.523], [-2.314, 9.024, -0.728], [-2.077, 7.799, 0.521], [-3.774, 8.384, 0.096], [-4.863, -1.684, 2.708], [-5.868, -2.440, 1.841], [-6.821, -1.673, 1.035], [-5.028, -3.494, 0.815], [-3.789, -4.034, 1.248], [-3.047, -4.399, -0.042], [-6.765, -3.598, 2.958], [-3.988, -4.937, 1.826], [-3.317, -3.275, 1.873], [-3.761, -4.915, -0.685], [-2.223, -5.078, 0.179], [-2.557, -3.547, -0.514], [-6.017, -4.104, 3.569], [-7.326, -4.310, 2.353], [-7.457, -2.947, 3.493], [4.250, 1.032, -2.920], [5.676, 1.255, -3.235], [6.553, 2.178, -2.509], [6.445, -0.213, -3.248], [5.719, -1.380, -3.605], [6.791, -2.478, -3.908], [5.665, 1.753, -4.975], [4.990, -1.136, -4.378], [5.103, -1.693, -2.762], [7.226, -2.164, -4.857], [6.206, -3.369, -4.137], [7.498, -2.526, -3.080], [5.269, 2.766, -5.048], [4.887, 1.084, -5.344], [6.728, 1.727, -5.215], [2.328, -4.066, -6.568], [1.032, -3.461, -6.803], [-0.049, -3.541, -5.802], [1.193, -1.926, -7.328], [0.111, -0.999, -7.106], [0.256, -0.173, -5.815], [0.204, -4.148, -8.321], [-0.912, -1.377, -7.102], [0.226, -0.282, -7.919], [0.401, -0.819, -4.949], [-0.587, 0.467, -5.556], [1.138, 0.454, -5.947], [-0.701, -3.570, -8.510], [-0.128, -5.187, -8.296], [0.846, -3.892, -9.164], [-2.722, 5.565, 4.367], [-4.177, 5.458, 4.573], [-5.066, 6.302, 3.784], [-4.667, 3.864, 4.367], [-6.004, 3.558, 3.964], [-6.174, 3.378, 2.454], [-4.762, 5.669, 6.270], [-6.604, 4.452, 4.135], [-6.358, 2.704, 4.541], [-5.966, 4.344, 1.993], [-7.154, 3.105, 2.064], [-5.490, 2.596, 2.124], [-4.216, 4.983, 6.918], [-5.827, 5.449, 6.199], [-4.325, 6.655, 6.424], [2.587, -6.956, 0.440], [3.550, -6.494, -0.545], [4.280, -5.216, -0.407], [4.668, -7.774, -0.922], [5.848, -7.480, -1.648], [6.999, -7.216, -0.696], [2.535, -6.330, -2.146], [5.740, -6.765, -2.463], [6.070, -8.400, -2.188], [7.904, -6.834, -1.167], [7.178, -8.126, -0.124], [6.722, -6.527, 0.102], [3.183, -5.681, -2.735], [1.613, -5.820, -1.865], [2.378, -7.305, -2.608], [-0.955, 1.406, 1.508], [-0.336, 1.326, 2.750], [0.805, 0.424, 2.967], [1.305, 0.313, 4.057], [1.189, -0.344, 1.729], [0.560, -0.235, 0.551], [-0.667, 0.570, 0.358], [-1.271, 0.578, -0.697], [-1.798, 2.070, 1.382], [-0.757, 1.906, 3.558], [2.083, -0.937, 1.605], [0.996, -0.798, -0.262]]}

---

Entry 5:
{"formula": "C3H10S3", "method": "ωB97M-V/def2-TZVPD", "total_energy_ev": -35778.314, "fmax_ev_per_a": 1.8, "smiles": "CCS.CSS", "e_above_lowest_kcal_mol": 12.1, "species": ["C", "S", "S", "H", "H", "H", "H", "C", "C", "S", "H", "H", "H", "H", "H", "H"], "positions_angstrom": [[-0.218, 0.860, 1.499], [-0.447, 2.642, 1.765], [0.129, 3.345, -0.101], [-1.074, 0.352, 1.076], [-0.111, 0.455, 2.510], [0.666, 0.574, 0.941], [1.012, 4.240, 0.371], [-1.118, -1.384, -0.795], [0.373, -1.582, -0.629], [1.271, -0.460, -1.768], [-1.460, -1.906, -1.692], [-1.318, -0.326, -0.945], [-1.799, -1.768, -0.045], [0.787, -1.494, 0.379], [0.797, -2.561, -0.864], [2.509, -0.988, -1.700]]}

---

Entry 6:
{"formula": "C40H42Cl2F5N4PS7SeTi", "method": "ωB97M-V/def2-TZVPD", "total_energy_ev": -260355.499, "fmax_ev_per_a": 2.8, "s2": 0.803, "charge": -1, "spin_multiplicity": 2, "e_above_lowest_kcal_mol": 34.3, "species": ["Ti", "C", "C", "N", "C", "S", "N", "N", "C", "C", "C", "C", "C", "C", "C", "N", "H", "H", "H", "H", "H", "H", "H", "H", "H", "H", "H", "H", "H", "Cl", "C", "C", "C", "C", "C", "Cl", "C", "S", "H", "H", "H", "C", "S", "C", "C", "S", "S", "C", "S", "S", "H", "H", "H", "C", "C", "C", "C", "P", "C", "C", "C", "C", "C", "C", "C", "C", "C", "C", "H", "H", "H", "H", "H", "H", "H", "H", "H", "H", "H", "H", "H", "H", "H", "H", "H", "H", "H", "H", "H", "H", "H", "F", "C", "C", "F", "C", "F", "C", "Se", "C", "F", "C", "F"], "positions_angstrom": [[0.140, -1.312, 0.667], [4.350, 0.630, 4.715], [2.921, 1.122, 4.490], [2.665, 1.422, 3.101], [2.021, 0.574, 2.264], [0.915, -0.568, 2.907], [2.286, 0.658, 0.985], [1.640, -0.201, 0.179], [2.157, -0.381, -1.039], [3.297, 0.465, -1.520], [1.660, -1.524, -1.710], [2.008, -1.961, -3.008], [1.586, -3.184, -3.457], [0.836, -4.003, -2.596], [0.471, -3.502, -1.368], [0.814, -2.285, -0.942], [4.496, 0.379, 5.763], [5.070, 1.399, 4.434], [4.541, -0.263, 4.122], [2.743, 2.024, 5.087], [2.212, 0.351, 4.798], [3.341, 2.018, 2.642], [4.197, 0.230, -0.950], [3.068, 1.513, -1.352], [3.487, 0.312, -2.576], [2.603, -1.320, -3.639], [1.831, -3.527, -4.453], [0.535, -4.992, -2.906], [-0.126, -4.092, -0.676], [-1.368, -2.610, 1.875], [-2.891, -1.820, 1.921], [-4.004, -2.590, 2.190], [-5.238, -1.972, 2.289], [-5.327, -0.597, 2.147], [-4.199, 0.152, 1.869], [-4.367, 1.851, 1.710], [-2.933, -0.437, 1.712], [-1.531, 0.475, 1.246], [-3.879, -3.656, 2.302], [-6.124, -2.556, 2.479], [-6.281, -0.098, 2.235], [0.261, -6.466, 1.521], [-0.794, -5.629, 2.739], [0.348, -4.662, 3.666], [1.280, -3.790, 3.209], [1.675, -3.422, 1.583], [2.235, -3.020, 4.498], [1.362, -3.646, 5.858], [1.664, -3.229, 7.410], [0.124, -4.785, 5.402], [-0.408, -6.833, 0.750], [0.787, -7.290, 1.992], [0.959, -5.741, 1.114], [-2.634, 2.661, -1.301], [-1.758, 3.804, -0.777], [-2.382, 4.366, 0.499], [-1.686, 4.867, -1.871], [-0.101, 2.993, -0.283], [0.516, 2.721, -1.994], [1.140, 3.630, -2.844], [1.465, 3.272, -4.140], [1.164, 2.005, -4.614], [0.542, 1.091, -3.780], [0.236, 1.445, -2.479], [1.056, 4.329, 0.460], [0.962, 5.791, 0.034], [2.475, 3.827, 0.183], [0.809, 4.246, 1.972], [-3.643, 3.026, -1.496], [-2.703, 1.854, -0.576], [-2.239, 2.245, -2.226], [-3.435, 4.593, 0.335], [-1.883, 5.278, 0.820], [-2.310, 3.631, 1.297], [-2.700, 5.133, -2.176], [-1.165, 4.487, -2.749], [-1.187, 5.775, -1.544], [1.353, 4.636, -2.518], [1.933, 4.001, -4.790], [1.405, 1.743, -5.634], [0.277, 0.107, -4.138], [-0.260, 0.738, -1.819], [1.147, 5.928, -1.027], [1.723, 6.355, 0.579], [-0.006, 6.220, 0.275], [2.753, 3.969, -0.859], [2.545, 2.764, 0.415], [3.196, 4.366, 0.798], [-0.167, 4.646, 2.229], [1.566, 4.818, 2.510], [0.848, 3.212, 2.311], [-2.503, -6.394, -4.514], [-2.446, -5.242, -3.820], [-2.218, -4.031, -4.469], [-2.061, -4.015, -5.806], [-2.128, -2.859, -3.740], [-1.858, -1.716, -4.386], [-2.252, -2.833, -2.349], [-2.030, -1.280, -1.325], [-2.503, -4.063, -1.734], [-2.591, -4.088, -0.392], [-2.592, -5.250, -2.436], [-2.789, -6.416, -1.794]]}